one | Here is a 2-piece molecular cluster, C4H13N3 overall from the OMol25 dataset. Energies are from ωB97M-V with the def2-TZVPD basis set.

The geometry in ORCA input format:
```
! RIJCOSX wB97M-V def2-TZVPD def2/J DEFGRID3
* xyz 0 1
H -0.86478 -2.65797 -0.51981
H -2.59722 -2.36971 -0.79317
H 2.68314 0.28662 -1.15344
H -2.19261 0.12479 -0.82036
H -1.86132 -1.93071 0.73581
H 1.19478 1.16838 -1.54785
H 0.61576 -0.86691 -0.34633
H -0.61224 0.07260 1.41509
H 2.67528 -0.19372 1.42437
C 1.85004 0.85080 -0.73307
H -0.99964 2.50586 0.45694
H -0.85182 -0.53091 -1.82556
C 1.09382 -0.02228 0.26301
N 1.68490 -0.43921 1.40298
C -1.39547 -0.60198 -0.89109
H 2.22238 1.74743 -0.23861
C -1.68208 -1.95943 -0.34302
N -0.33448 0.63107 0.61131
H -0.36531 2.16685 1.95010
N -0.26313 2.01842 0.95270
*
```

- Molar mass: 103.17 g mol⁻¹
- HOMO level (alpha / beta): -8.48 / -6.48 eV

Calculated atomic charges, method natural (NBO), unit e: number 1, H, carries 0.217; number 2, H, carries 0.221; number 3, H, carries 0.215; number 4, H, carries 0.172; number 5, H, carries 0.211; number 6, H, carries 0.212; number 7, H, carries 0.184; number 8, H, carries 0.363; number 9, H, carries 0.319; number 10, C, carries -0.652; number 11, H, carries 0.355; number 12, H, carries 0.184; number 13, C, carries 0.070; number 14, N, carries -0.647; number 15, C, carries -0.265; number 16, H, carries 0.221; number 17, C, carries -0.681; number 18, N, carries -0.379; number 19, H, carries 0.352; number 20, N, carries -0.671



two | Here is a 2-piece molecular cluster, C4H13N3 overall from the OMol25 dataset. Energies are from ωB97M-V with the def2-TZVPD basis set.

The geometry in ORCA input format:
```
! RIJCOSX wB97M-V def2-TZVPD def2/J DEFGRID3
* xyz 0 1
C -0.04352 -1.52957 -2.22897
H 0.18345 -2.49468 -2.67869
H 1.06130 0.77935 2.43912
H -0.85492 -3.86681 -1.08039
N -1.27396 -0.60010 -0.34007
H -0.39499 2.28029 0.89033
H -1.64940 -3.11234 0.41125
H -1.62010 0.13948 -0.93519
H -0.52199 -0.92024 -2.99459
H 1.72134 0.34753 0.96353
H 0.75729 3.66130 2.19718
H 0.90076 -1.09384 -1.89863
C -1.14963 -2.98218 -0.53852
N 0.96383 0.81425 1.43552
C 0.68080 2.11465 0.85956
H 1.03465 2.07450 -0.16896
C -0.89992 -1.76343 -1.01796
H -1.91861 -0.76396 0.41842
N 1.36392 3.27093 1.48297
H 2.16342 2.91316 1.99559
*
```

- Molar mass: 103.17 g mol⁻¹
- SMILES string: C=C(C)N.NCN
- HOMO level: -7.99 eV

Calculated atomic charges, method natural (NBO), unit e: number 1, C, carries -0.648; number 2, H, carries 0.220; number 3, H, carries 0.356; number 4, H, carries 0.200; number 5, N, carries -0.805; number 6, H, carries 0.164; number 7, H, carries 0.190; number 8, H, carries 0.367; number 9, H, carries 0.210; number 10, H, carries 0.362; number 11, H, carries 0.347; number 12, H, carries 0.221; number 13, C, carries -0.526; number 14, N, carries -0.853; number 15, C, carries -0.052; number 16, H, carries 0.172; number 17, C, carries 0.200; number 18, H, carries 0.371; number 19, N, carries -0.843; number 20, H, carries 0.349



The least stable of them is one.



one | Here is a single C4H13N3 molecule from the OMol25 dataset. Energies are from ωB97M-V with the def2-TZVPD basis set.

The geometry in ORCA input format:
```
! RIJCOSX wB97M-V def2-TZVPD def2/J DEFGRID3
* xyz 0 1
C -1.03443 0.03463 -0.92876
N -1.47396 -0.50456 0.36389
H 2.75739 -1.31024 -1.44531
H 0.36620 1.19223 -2.02887
H -1.47450 1.43941 1.15127
H -2.10782 0.28462 2.22288
H 0.05983 -0.22560 2.92478
H 0.12822 1.72514 -0.40059
C -1.32416 0.41166 1.47166
N 1.49313 0.14922 -0.56567
C 0.28148 0.82807 -1.00557
H 1.22397 -1.96282 -0.70758
C 1.69222 -1.14120 -1.23136
H 0.39796 1.28291 2.30239
H 1.31583 -0.04832 0.41743
H -1.85011 0.64138 -1.33362
N -0.00860 0.37884 2.12233
H 1.38307 -1.06491 -2.28602
H -0.95308 -0.81369 -1.61218
H -0.87263 -1.29676 0.56889
*
```

- Molar mass: 103.17 g mol⁻¹
- SMILES string: CNCCNCN
- HOMO level: -8.32 eV

Calculated atomic charges, method natural (NBO), unit e: number 1, C, carries -0.246; number 2, N, carries -0.624; number 3, H, carries 0.199; number 4, H, carries 0.192; number 5, H, carries 0.179; number 6, H, carries 0.172; number 7, H, carries 0.369; number 8, H, carries 0.182; number 9, C, carries -0.063; number 10, N, carries -0.644; number 11, C, carries -0.240; number 12, H, carries 0.175; number 13, C, carries -0.435; number 14, H, carries 0.376; number 15, H, carries 0.378; number 16, H, carries 0.189; number 17, N, carries -0.892; number 18, H, carries 0.190; number 19, H, carries 0.194; number 20, H, carries 0.349



two | Here is a single C4H13N3 molecule from the OMol25 dataset. Energies are from ωB97M-V with the def2-TZVPD basis set.

The geometry in ORCA input format:
```
! RIJCOSX wB97M-V def2-TZVPD def2/J DEFGRID3
* xyz 0 1
C 0.03814 -1.70990 -0.52519
N -1.54793 1.68292 1.18617
H -2.05604 2.19670 1.88124
N -0.38442 -2.18068 -1.81275
H -0.71744 -1.92366 0.24153
C 0.23446 -0.20988 -0.40869
H -1.77247 1.98998 0.25541
H -0.02786 -0.47728 1.73222
H 0.93834 -2.17586 -0.07315
H -0.69684 0.22707 -0.79635
H -0.62910 -3.16969 -1.77587
H 0.07213 1.71124 2.47565
H 1.53399 0.13083 1.28156
H 0.39438 -2.15328 -2.46062
N 1.35400 0.31398 -1.21077
C -0.11551 1.60226 1.40507
H 1.32840 1.32575 -1.11033
H 0.43912 2.37919 0.86225
H 1.14256 0.21706 -2.19949
C 0.47210 0.22324 1.05212
*
```

- Molar mass: 103.17 g mol⁻¹
- SMILES string: NCC[C@@H](N)CN
- HOMO level: -9.13 eV

Calculated atomic charges, method natural (NBO), unit e: number 1, C, carries -0.220; number 2, N, carries -0.858; number 3, H, carries 0.369; number 4, N, carries -0.830; number 5, H, carries 0.193; number 6, C, carries -0.059; number 7, H, carries 0.360; number 8, H, carries 0.202; number 9, H, carries 0.161; number 10, H, carries 0.165; number 11, H, carries 0.361; number 12, H, carries 0.194; number 13, H, carries 0.216; number 14, H, carries 0.350; number 15, N, carries -0.836; number 16, C, carries -0.211; number 17, H, carries 0.346; number 18, H, carries 0.158; number 19, H, carries 0.348; number 20, C, carries -0.410



three | Here is a single C4H13N3 molecule from the OMol25 dataset. Energies are from ωB97M-V with the def2-TZVPD basis set.

The geometry in ORCA input format:
```
! RIJCOSX wB97M-V def2-TZVPD def2/J DEFGRID3
* xyz 0 1
H -0.75694 1.96540 2.20834
H -1.86757 -0.72044 -2.20039
H -2.23709 -1.26820 -0.50186
C -1.74534 -0.52212 -1.12579
H -1.37909 0.45662 1.70943
H 0.46885 -0.30309 -2.83826
C 0.40769 0.25324 -1.92278
H -2.24661 0.40094 -0.77309
N -0.26362 -0.64186 -1.02566
H 1.50206 -1.00002 1.81629
N 0.14937 -0.47731 0.32286
C -0.37933 0.92492 1.95199
H 1.38957 0.47903 -1.47926
H 1.30084 -2.22976 0.60926
H 2.20603 -0.84478 0.27793
N 0.25431 0.87754 0.74867
C 1.28542 -1.17969 0.79585
H 1.18088 1.29712 0.63087
H 0.10987 0.37947 2.70313
H -0.14948 1.14594 -2.25493
*
```

- Molar mass: 103.17 g mol⁻¹
- SMILES string: CNN(C)N(C)C
- HOMO level: -8.56 eV

Calculated atomic charges, method natural (NBO), unit e: number 1, H, carries 0.196; number 2, H, carries 0.197; number 3, H, carries 0.206; number 4, C, carries -0.417; number 5, H, carries 0.207; number 6, H, carries 0.197; number 7, C, carries -0.434; number 8, H, carries 0.182; number 9, N, carries -0.277; number 10, H, carries 0.200; number 11, N, carries -0.167; number 12, C, carries -0.403; number 13, H, carries 0.198; number 14, H, carries 0.212; number 15, H, carries 0.145; number 16, N, carries -0.515; number 17, C, carries -0.413; number 18, H, carries 0.342; number 19, H, carries 0.162; number 20, H, carries 0.184



four | Here is a single C4H13N3 molecule from the OMol25 dataset. Energies are from ωB97M-V with the def2-TZVPD basis set.

The geometry in ORCA input format:
```
! RIJCOSX wB97M-V def2-TZVPD def2/J DEFGRID3
* xyz 0 1
N 0.49342 0.40016 0.96397
H 1.91775 1.94336 1.21402
C -0.00581 -0.45170 -0.14651
H 0.68576 -0.37689 -0.99131
C 1.77905 1.00183 0.67061
H 3.58456 0.21827 0.04449
H -2.26854 0.21426 1.14478
H -0.86947 -0.73434 -2.65915
N 2.96319 0.14163 0.83269
N -2.42573 -0.32792 0.29821
H -2.22613 -1.28125 0.52959
H -2.06997 -1.72781 -1.76163
C -1.35863 0.05489 -0.66772
H 3.42626 0.38275 1.69377
C -1.70259 -0.71797 -1.95379
H -0.08634 -1.46578 0.24476
H -2.53493 -0.23524 -2.44592
H 0.68616 -0.20612 1.75234
H -1.24219 1.08354 -1.00290
H 1.79218 1.36824 -0.36247
*
```

- Molar mass: 103.17 g mol⁻¹
- SMILES string: C[C@@H](N)CNCN
- HOMO level: -8.94 eV

Calculated atomic charges, method natural (NBO), unit e: number 1, N, carries -0.639; number 2, H, carries 0.169; number 3, C, carries -0.230; number 4, H, carries 0.178; number 5, C, carries -0.059; number 6, H, carries 0.366; number 7, H, carries 0.359; number 8, H, carries 0.198; number 9, N, carries -0.870; number 10, N, carries -0.825; number 11, H, carries 0.341; number 12, H, carries 0.202; number 13, C, carries -0.063; number 14, H, carries 0.360; number 15, C, carries -0.612; number 16, H, carries 0.184; number 17, H, carries 0.216; number 18, H, carries 0.357; number 19, H, carries 0.198; number 20, H, carries 0.169



The least stable of them is three.



one | Here is a single C4H13N3 molecule from the OMol25 dataset. Energies are from ωB97M-V with the def2-TZVPD basis set.

The geometry in ORCA input format:
```
! RIJCOSX wB97M-V def2-TZVPD def2/J DEFGRID3
* xyz 0 1
H -1.95025 0.42336 -1.07699
N -1.14523 0.14857 0.71619
H 1.88031 -2.52484 1.05992
C -1.42049 1.06890 -0.36311
C -0.83209 -1.23666 0.29010
H 0.00585 1.11728 -2.02857
N 1.05495 1.65402 -0.24828
H 1.30790 2.62039 -0.05214
H 0.89976 -1.31831 -1.11915
H -2.02570 1.95506 -0.16184
N 1.55785 -1.57793 0.94635
H -0.27525 0.47485 1.14464
H -0.43320 2.71513 -1.22447
C 0.55398 -1.69706 -0.15586
H -1.54692 -1.49486 -0.50495
C -0.16855 1.66341 -1.10463
H 1.14020 -1.12831 1.73070
H 1.78620 1.25485 -0.80635
H -1.06350 -1.81107 1.17880
H 0.40532 -2.74856 -0.44543
*
```

- Molar mass: 103.17 g mol⁻¹
- SMILES string: NCCNCCN
- HOMO level: -8.59 eV

Calculated atomic charges, method natural (NBO), unit e: number 1, H, carries 0.181; number 2, N, carries -0.624; number 3, H, carries 0.365; number 4, C, carries -0.227; number 5, C, carries -0.235; number 6, H, carries 0.184; number 7, N, carries -0.853; number 8, H, carries 0.360; number 9, H, carries 0.171; number 10, H, carries 0.185; number 11, N, carries -0.850; number 12, H, carries 0.366; number 13, H, carries 0.179; number 14, C, carries -0.240; number 15, H, carries 0.187; number 16, C, carries -0.248; number 17, H, carries 0.361; number 18, H, carries 0.365; number 19, H, carries 0.191; number 20, H, carries 0.181



two | Here is a single C4H13N3 molecule from the OMol25 dataset. Energies are from ωB97M-V with the def2-TZVPD basis set.

The geometry in ORCA input format:
```
! RIJCOSX wB97M-V def2-TZVPD def2/J DEFGRID3
* xyz 0 1
C 0.48315 -0.62540 0.46491
N -1.33067 -2.17946 1.21537
N 0.83687 0.76940 0.45699
H 2.03659 3.09656 -1.47429
H 1.07460 -1.15832 1.23911
C 1.80071 1.24850 -0.49199
N 1.55360 2.68732 -0.69253
H -0.60549 -2.66158 1.73236
H 0.88591 -1.11428 -0.43295
H 0.60520 2.94152 -0.54749
H -1.56320 0.23557 -1.15975
H -1.70373 -1.39884 -1.22976
H -2.89128 -0.76139 -0.32066
H -1.32353 -0.08670 1.44392
H 2.82844 1.02486 -0.22137
H 1.60370 0.84254 -1.50590
H 0.16324 1.47785 0.70916
C -1.82425 -0.58842 -0.49836
H -1.64963 -2.87204 0.56000
C -0.98023 -0.87768 0.75324
*
```

- Molar mass: 103.17 g mol⁻¹
- SMILES string: C[C@@H](N)CNCN
- HOMO level: -8.28 eV

Calculated atomic charges, method natural (NBO), unit e: number 1, C, carries -0.211; number 2, N, carries -0.840; number 3, N, carries -0.655; number 4, H, carries 0.372; number 5, H, carries 0.163; number 6, C, carries -0.016; number 7, N, carries -0.869; number 8, H, carries 0.361; number 9, H, carries 0.182; number 10, H, carries 0.360; number 11, H, carries 0.223; number 12, H, carries 0.194; number 13, H, carries 0.219; number 14, H, carries 0.173; number 15, H, carries 0.164; number 16, H, carries 0.128; number 17, H, carries 0.372; number 18, C, carries -0.628; number 19, H, carries 0.365; number 20, C, carries -0.056



three | Here is a single C4H13N3 molecule from the OMol25 dataset. Energies are from ωB97M-V with the def2-TZVPD basis set.

The geometry in ORCA input format:
```
! RIJCOSX wB97M-V def2-TZVPD def2/J DEFGRID3
* xyz 0 1
N -0.71010 1.13307 1.16679
H 0.57699 1.48176 -0.25800
H 2.03517 -0.81245 0.51522
C 0.26825 0.51439 0.35982
H -2.20516 0.26699 -0.79842
C 1.55054 -0.08293 1.20747
H 3.12436 0.32699 2.50344
H -2.48709 -1.08531 -3.06064
H -1.39590 -2.15293 -2.31265
N 2.57517 0.77920 1.78443
H -1.64657 0.66482 1.36752
C -1.50719 -0.19946 -1.54408
H -1.21010 0.60107 -2.34976
H -0.18644 -1.43515 -0.23638
H 0.66760 -0.41734 -1.55893
C -0.12498 -0.44599 -0.76410
H 1.00108 -0.60439 1.91595
N -2.11891 -1.41659 -2.19256
H 2.04718 1.64441 2.15357
H -0.25390 1.23984 2.10130
*
```

- Molar mass: 103.17 g mol⁻¹
- SMILES string: NCC[C@@H](N)CN
- HOMO level: -8.85 eV

Calculated atomic charges, method natural (NBO), unit e: number 1, N, carries -0.855; number 2, H, carries 0.163; number 3, H, carries 0.184; number 4, C, carries -0.035; number 5, H, carries 0.182; number 6, C, carries -0.218; number 7, H, carries 0.370; number 8, H, carries 0.362; number 9, H, carries 0.361; number 10, N, carries -0.843; number 11, H, carries 0.366; number 12, C, carries -0.211; number 13, H, carries 0.169; number 14, H, carries 0.190; number 15, H, carries 0.218; number 16, C, carries -0.420; number 17, H, carries 0.155; number 18, N, carries -0.845; number 19, H, carries 0.352; number 20, H, carries 0.354



The least stable of them is three.